# 1
DFT (ωB97M-V with the def2-TZVPD basis set) results for a single C22H22N2O5 molecule.

Properties
Structure (SMILES)   CCOc1ccccc1NC(=O)c1ccc2c(c1)C(=O)N(C[C@@H]1CCCO1)C2=O
Gap between HOMO and LUMO   7.79 eV

Cartesian coordinates (Å):
1 C 5.6888 0.0009 0.8964
2 C 5.6602 -1.4730 0.5232
3 O 4.3598 -1.7700 0.0524
4 C 4.0778 -3.0502 -0.3518
5 C 4.9742 -4.1044 -0.3486
6 C 4.5734 -5.3586 -0.7879
7 C 3.2823 -5.5647 -1.2311
8 C 2.3732 -4.5191 -1.2391
9 C 2.7586 -3.2622 -0.8019
10 N 1.9119 -2.1502 -0.7780
11 C 0.6064 -2.0620 -1.1416
12 O -0.0718 -2.9843 -1.5437
13 C 0.0353 -0.6818 -0.9905
14 C 0.7867 0.4661 -1.2310
15 C 0.2224 1.7323 -1.1235
16 C -1.1058 1.8182 -0.7616
17 C -1.8689 0.6702 -0.5296
18 C -1.3192 -0.5856 -0.6532
19 C -3.2524 1.0980 -0.1912
20 O -4.2317 0.4327 0.0043
21 N -3.2125 2.4916 -0.1959
22 C -4.3541 3.3010 0.1534
23 C -4.3687 3.6774 1.6494
24 C -3.1709 4.5381 2.0920
25 C -2.2637 3.5346 2.8028
26 C -3.2850 2.5481 3.3653
27 O -4.3385 2.4903 2.4258
28 C -1.9799 3.0005 -0.5631
29 O -1.7184 4.1711 -0.6994
30 H 4.9503 0.2055 1.6673
31 H 6.6736 0.2664 1.2691
32 H 5.4628 0.6116 0.0262
33 H 6.4000 -1.6808 -0.2615
34 H 5.8919 -2.0919 1.4004
35 H 5.9875 -3.9640 -0.0072
36 H 5.2842 -6.1708 -0.7792
37 H 2.9741 -6.5402 -1.5730
38 H 1.3630 -4.6676 -1.5812
39 H 2.3637 -1.3272 -0.4020
40 H 1.8195 0.3819 -1.5377
41 H 0.7993 2.6227 -1.3198
42 H -1.9012 -1.4810 -0.5000
43 H -5.2445 2.7057 -0.0623
44 H -4.3429 4.2083 -0.4545
45 H -5.3184 4.2004 1.8343
46 H -2.6837 5.0222 1.2496
47 H -3.5045 5.3037 2.7928
48 H -1.6567 3.9901 3.5817
49 H -1.6033 3.0375 2.0902
50 H -3.6716 2.9058 4.3312
51 H -2.8958 1.5359 3.4940

# 2
DFT (ωB97M-V with the def2-TZVPD basis set) results for a molecular structure, C22H22N3O5Pd.

Properties
Charge   -1
Gap between HOMO and LUMO   7.06 eV

Cartesian coordinates (Å):
1 Pd -0.4621 -0.0575 0.2654
2 C -1.1148 1.9469 1.4851
3 C -0.4279 2.3638 0.3897
4 C 0.9159 1.6875 0.3883
5 C 1.0746 0.9939 1.5816
6 C -0.2527 0.9364 2.1483
7 C -0.6472 0.1938 3.3914
8 C 2.3109 0.3361 2.1102
9 C 1.9723 1.9498 -0.6422
10 C -0.9176 3.2213 -0.7270
11 C -2.5488 2.2375 1.8254
12 H -1.2369 0.8393 4.0442
13 H 0.2314 -0.1466 3.9381
14 H -1.2540 -0.6747 3.1268
15 H 3.0225 0.1541 1.3048
16 H 2.0827 -0.6243 2.5737
17 H 2.8013 0.9645 2.8602
18 H 2.6223 1.0824 -0.7588
19 H 2.5870 2.8107 -0.3630
20 H 1.5156 2.1641 -1.6085
21 H -0.2000 4.0097 -0.9640
22 H -1.8722 3.6789 -0.4704
23 H -1.0714 2.6213 -1.6281
24 H -2.9087 1.5510 2.5916
25 H -3.1902 2.1143 0.9503
26 H -2.6802 3.2547 2.2022
27 N -3.5537 -0.6011 -0.7409
28 C -2.8796 0.1337 -1.6657
29 O -1.6225 0.0973 -1.7012
30 C -3.6306 0.9443 -2.5705
31 C -5.0456 0.9327 -2.5307
32 N -6.2007 0.8717 -2.4850
33 C -2.9479 1.7794 -3.4906
34 N -2.3961 2.4715 -4.2343
35 H -3.0076 -1.2156 -0.1495
36 H -4.5569 -0.6151 -0.7175
37 O -0.7930 -3.8713 1.4838
38 C -0.6199 -2.8494 0.8393
39 O -1.4070 -1.8131 0.8507
40 C 0.6261 -2.7029 -0.0038
41 C 0.5572 -2.1334 -1.2755
42 C 1.7130 -1.8827 -2.0201
43 C 2.9076 -2.2281 -1.4393
44 O 4.1872 -2.0292 -1.9200
45 C 4.9871 -2.8615 -1.0866
46 O 4.2980 -3.0186 0.1465
47 C 2.9740 -2.8233 -0.1950
48 C 1.8509 -3.0898 0.5459
49 H -0.4085 -1.8807 -1.6931
50 H 1.6681 -1.4266 -2.9999
51 H 5.9538 -2.3947 -0.9194
52 H 5.1034 -3.8437 -1.5633
53 H 1.8913 -3.5583 1.5202

# 3
DFT (ωB97M-V with the def2-TZVPD basis set) results for a single C22H22N4O molecule.

Properties
Structure (SMILES)   Cc1n[nH]c2ccc(-c3cncc(OC[C@@H](N)Cc4ccccc4)c3)cc12
Gap between HOMO and LUMO   8.88 eV

Cartesian coordinates (Å):
1 C -5.1674 -0.1130 -2.8070
2 C -5.1616 0.0188 -1.3283
3 N -6.2068 0.4353 -0.6567
4 N -5.8812 0.4421 0.6486
5 C -4.6063 0.0257 0.8499
6 C -3.8387 -0.1325 2.0009
7 C -2.5538 -0.5905 1.8408
8 C -2.0110 -0.8846 0.5729
9 C -0.6208 -1.3474 0.4796
10 C -0.0815 -2.2521 1.3976
11 N 1.1661 -2.6705 1.3544
12 C 1.9753 -2.2002 0.4211
13 C 1.5584 -1.2821 -0.5412
14 O 2.3283 -0.7292 -1.5154
15 C 3.7270 -0.8875 -1.4766
16 C 4.4277 -0.1773 -0.3051
17 N 5.8520 -0.4086 -0.4728
18 C 4.0439 1.3178 -0.2240
19 C 2.6418 1.5399 0.2702
20 C 1.6905 2.1592 -0.5286
21 C 0.4003 2.3557 -0.0680
22 C 0.0405 1.9333 1.1996
23 C 0.9830 1.3195 2.0063
24 C 2.2731 1.1298 1.5470
25 C 0.2238 -0.8815 -0.5171
26 C -2.7740 -0.7198 -0.5680
27 C -4.0844 -0.2664 -0.4339
28 H -4.9667 -1.1446 -3.0939
29 H -4.3941 0.5168 -3.2453
30 H -6.1367 0.1856 -3.1951
31 H -6.5620 0.7309 1.3305
32 H -4.2386 0.0977 2.9769
33 H -1.9222 -0.7118 2.7080
34 H -0.6877 -2.6755 2.1870
35 H 2.9842 -2.5865 0.4552
36 H 4.0728 -0.4492 -2.4180
37 H 4.0118 -1.9466 -1.4679
38 H 4.1356 -0.6595 0.6333
39 H 6.1901 0.0515 -1.3118
40 H 6.3691 -0.0349 0.3151
41 H 4.1698 1.7752 -1.2085
42 H 4.7425 1.8014 0.4677
43 H 1.9598 2.4843 -1.5235
44 H -0.3292 2.8381 -0.7027
45 H -0.9692 2.0778 1.5546
46 H 0.7139 0.9875 2.9983
47 H 3.0021 0.6585 2.1915
48 H -0.1174 -0.1740 -1.2563
49 H -2.3722 -0.9567 -1.5413

Look up the gap between HOMO and LUMO of the second one.
7.06 eV